# 1
Molecular formula: C4H7N3S
Method: DFT, ωB97M-V/def2-TZVPD

ORCA input file:
```
! wB97M-V def2-TZVPD RIJCOSX def2/J DEFGRID3
* xyz 0 1
H -1.952 -2.532 0.511
N -2.439 -1.509 -0.061
C -1.446 -0.660 -0.165
N -1.766 0.688 -0.373
C -0.499 1.440 -0.014
C 0.525 0.606 0.022
C 1.943 0.859 -0.070
N 0.001 -0.759 0.074
S 0.972 -1.990 -0.297
H -2.631 1.065 -0.014
H -0.582 2.454 -0.150
H 2.492 0.409 -1.052
H 2.582 0.476 0.735
H 1.733 1.945 -0.246
H 1.067 -2.491 1.099
*
```

## Properties
SMILES: [H]/N=c1/[nH]cc(C)n1S
HOMO level (eV): -8.0

# 2
Molecular formula: C5H9N2S
Method: DFT, ωB97M-V/def2-TZVPD

ORCA input file:
```
! wB97M-V def2-TZVPD RIJCOSX def2/J DEFGRID3
* xyz 1 1
C 0.905 1.558 0.471
C -0.140 -1.310 0.647
C -0.470 -0.304 -1.534
C 0.466 -0.469 1.776
C -0.778 1.130 -1.810
N -0.885 -0.602 -0.228
N 1.235 0.710 1.341
S 0.516 2.331 -0.843
H 0.594 -1.947 0.247
H -0.781 -1.890 1.244
H -1.155 -0.859 -2.117
H 0.495 -0.805 -1.736
H -0.473 -0.253 2.270
H 1.027 -1.145 2.393
H -0.822 1.470 -2.931
H -1.666 1.472 -1.166
H 1.931 0.914 1.977
*
```

## Properties
HOMO level (alpha / beta) (eV): -13.6 / -13.5

# 3
Molecular formula: C13H21FIN2O
Method: DFT, ωB97M-V/def2-TZVPD

ORCA input file:
```
! wB97M-V def2-TZVPD RIJCOSX def2/J DEFGRID3
* xyz 1 1
C 2.954 -0.755 1.742
C 3.450 -0.624 0.298
C 2.494 0.173 -0.580
I 3.293 0.216 -2.601
C 1.120 -0.379 -0.721
C 0.897 -1.768 -0.655
C -0.370 -2.246 -0.807
C -1.414 -1.330 -1.030
C -2.825 -1.806 -1.153
C -3.373 -2.131 0.247
C -3.985 -0.925 0.945
F -4.271 -3.162 0.160
N -1.197 -0.038 -1.104
N 0.060 0.392 -0.960
C 0.204 1.845 -1.085
C 0.131 2.546 0.285
C 0.835 3.894 0.237
O 0.659 1.722 1.314
H 2.244 -1.575 1.821
H 3.776 -0.973 2.411
H 2.450 0.158 2.040
H 3.644 -1.605 -0.124
H 4.402 -0.106 0.260
H 2.495 1.208 -0.276
H 1.715 -2.443 -0.481
H -0.582 -3.302 -0.759
H -2.876 -2.683 -1.793
H -3.409 -1.022 -1.623
H -2.533 -2.478 0.854
H -3.312 -0.541 1.702
H -4.888 -1.260 1.449
H -4.284 -0.151 0.246
H 1.096 2.087 -1.651
H -0.642 2.184 -1.670
H -0.921 2.728 0.496
H 0.170 4.679 0.577
H 1.157 4.155 -0.768
H 1.699 3.905 0.893
H -0.062 1.411 1.864
*
```

## Properties
SMILES: CC[C@@H](I)c1ccc(C[C@@H](C)F)n[n+]1C[C@H](C)O
HOMO level (eV): -13.1

# 4
Molecular formula: C4H6NS
Method: DFT, ωB97M-V/def2-TZVPD

ORCA input file:
```
! wB97M-V def2-TZVPD RIJCOSX def2/J DEFGRID3
* xyz 1 1
C 2.142 -0.309 0.316
C 2.555 1.036 -0.137
C -1.839 0.303 -0.116
C -1.962 -1.249 0.181
N -0.840 -0.599 -0.322
S 3.708 -0.441 0.107
H 2.424 1.519 -1.003
H 2.691 1.567 0.798
H -2.439 0.593 -0.958
H -1.717 1.172 0.422
H -1.869 -1.980 1.040
H -2.852 -1.613 -0.327
*
```

## Properties
HOMO level (alpha / beta) (eV): -14.3 / -12.4

Copy entry 3 word for word.
Molecular formula: C13H21FIN2O
Method: DFT, ωB97M-V/def2-TZVPD

ORCA input file:
```
! wB97M-V def2-TZVPD RIJCOSX def2/J DEFGRID3
* xyz 1 1
C 2.954 -0.755 1.742
C 3.450 -0.624 0.298
C 2.494 0.173 -0.580
I 3.293 0.216 -2.601
C 1.120 -0.379 -0.721
C 0.897 -1.768 -0.655
C -0.370 -2.246 -0.807
C -1.414 -1.330 -1.030
C -2.825 -1.806 -1.153
C -3.373 -2.131 0.247
C -3.985 -0.925 0.945
F -4.271 -3.162 0.160
N -1.197 -0.038 -1.104
N 0.060 0.392 -0.960
C 0.204 1.845 -1.085
C 0.131 2.546 0.285
C 0.835 3.894 0.237
O 0.659 1.722 1.314
H 2.244 -1.575 1.821
H 3.776 -0.973 2.411
H 2.450 0.158 2.040
H 3.644 -1.605 -0.124
H 4.402 -0.106 0.260
H 2.495 1.208 -0.276
H 1.715 -2.443 -0.481
H -0.582 -3.302 -0.759
H -2.876 -2.683 -1.793
H -3.409 -1.022 -1.623
H -2.533 -2.478 0.854
H -3.312 -0.541 1.702
H -4.888 -1.260 1.449
H -4.284 -0.151 0.246
H 1.096 2.087 -1.651
H -0.642 2.184 -1.670
H -0.921 2.728 0.496
H 0.170 4.679 0.577
H 1.157 4.155 -0.768
H 1.699 3.905 0.893
H -0.062 1.411 1.864
*
```

## Properties
SMILES: CC[C@@H](I)c1ccc(C[C@@H](C)F)n[n+]1C[C@H](C)O
HOMO level (eV): -13.1

- Number 4 is which compound?
  C4H6NS